No. 1
ORCA calculation (wB97M-V/def2-TZVPD) on the molecule C5H8O.

Geometry as XYZ:
```
14
Properties=species:S:1:pos:R:3:nbo_charge:R:1
C 1.566 0.593 0.046 -0.672
C 0.644 -0.510 0.496 -0.067
C -1.233 0.596 0.798 -0.318
C -0.804 -0.685 0.198 -0.469
C -0.933 -0.691 -1.298 0.460
O -1.416 -1.598 -1.924 -0.515
H 1.709 1.316 0.847 0.221
H 2.572 0.247 -0.222 0.223
H 1.140 1.132 -0.793 0.211
H 1.090 -1.298 1.124 0.195
H -1.691 1.347 0.140 0.182
H -0.938 0.957 1.773 0.197
H -1.219 -1.601 0.619 0.247
H -0.487 0.194 -1.803 0.105
```

The charge is 0. The frontier orbital gap (alpha / beta) is 8.64 / 8.02 eV. The value obtained for the energy above the lowest of the compared OMol25 structures with the same formula, charge and spin is 97.0 kcal per mole.

No. 2
ORCA calculation (wB97M-V/def2-TZVPD) on a cluster of 2 separate species, C5H8O in total.

Geometry as XYZ:
```
14
Properties=species:S:1:pos:R:3:nbo_charge:R:1
C -1.658 -1.433 -0.815 -0.418
C -2.057 -0.186 -0.586 -0.374
C 0.258 1.430 0.011 0.297
C 0.973 0.742 1.188 -0.604
C 1.978 0.280 0.135 -0.077
O 1.215 1.045 -0.833 -0.472
H -1.319 -1.750 -1.798 0.194
H -1.664 -2.191 -0.034 0.189
H -2.400 0.139 0.394 0.196
H -2.053 0.573 -1.362 0.209
H 0.414 -0.014 1.745 0.238
H 1.342 1.503 1.882 0.239
H 3.007 0.642 0.206 0.190
H 1.964 -0.781 -0.132 0.193
```

The charge is 0. The frontier orbital gap is 9.45 eV. The value obtained for the energy above the lowest of the compared OMol25 structures with the same formula, charge and spin is 107.4 kcal per mole.

No. 3
ORCA calculation (wB97M-V/def2-TZVPD) on the molecule C5H8O.

Geometry as XYZ:
```
14
Properties=species:S:1:pos:R:3:nbo_charge:R:1
C -2.073 0.904 -0.136 -0.591
C -1.533 -0.423 -0.691 -0.477
C -0.081 -0.521 -0.506 0.025
C 1.076 -0.612 -0.176 -0.080
C 2.440 -0.623 0.374 -0.126
O 2.583 0.283 1.452 -0.699
H -1.941 1.722 -0.849 0.209
H -3.138 0.820 0.092 0.211
H -1.550 1.173 0.786 0.214
H -1.992 -1.262 -0.155 0.228
H -1.813 -0.542 -1.744 0.228
H 3.183 -0.423 -0.412 0.185
H 2.663 -1.612 0.784 0.205
H 2.177 1.116 1.181 0.469
```

The charge is 0. The frontier orbital gap is 10.53 eV. The value obtained for the energy above the lowest of the compared OMol25 structures with the same formula, charge and spin is 48.8 kcal per mole.

No. 4
ORCA calculation (wB97M-V/def2-TZVPD) on the molecule C5H8O.

Geometry as XYZ:
```
14
Properties=species:S:1:pos:R:3:nbo_charge:R:1
C 1.301 0.266 0.852 -0.626
C -0.106 0.269 0.309 -0.108
C -0.315 -0.693 -0.946 -0.415
C -0.992 -0.775 0.719 -0.325
C -0.415 1.160 -0.847 0.344
O 0.435 1.880 -1.378 -0.674
H 1.704 -0.738 1.054 0.213
H 1.931 0.790 0.134 0.258
H 1.310 0.828 1.792 0.233
H -1.204 -1.003 -1.470 0.267
H 0.623 -1.108 -1.306 0.242
H -0.702 -1.484 1.510 0.240
H -2.072 -0.676 0.595 0.221
H -1.500 1.282 -1.017 0.130
```

The charge is 0. The frontier orbital gap is 9.21 eV. The value obtained for the energy above the lowest of the compared OMol25 structures with the same formula, charge and spin is 81.6 kcal per mole.